Formula: C5H6N2O2
Source: OMol25
Level of theory: ωB97M-V with the def2-TZVPD basis set

The total energy comes out at -12353.2173 eV. As for the SMILES: COc1cc(=O)cn[nH]1. The calculation puts the orbital gap at 0.3453 hartree. The calculation puts the relative energy (zero: lowest compared OMol25 entry of this formula, charge and spin) at 4.404 eV. The calculation puts the largest force on an atom at 7.53 eV/A.

Geometry as XYZ:
```
15
Properties=species:S:1:pos:R:3:forces:R:3
C -2.8605 0.7104 0.1207 -2.34 1.61 -0.26
O -2.0757 -0.5188 -0.0993 1.92 0.57 -0.27
C -0.6110 -0.4134 -0.1630 -4.30 2.65 2.26
C -0.0735 0.8136 0.1062 -4.52 0.16 -1.13
C 1.2464 0.8491 0.0145 6.96 1.26 -1.04
O 1.9981 1.8286 -0.1413 -0.82 0.43 0.32
C 1.9361 -0.4177 0.0662 0.28 -4.09 2.08
N 1.3294 -1.6120 0.1476 6.76 3.30 -0.18
N 0.1234 -1.5268 -0.0977 -5.79 0.87 -0.94
H -4.0531 0.5016 -0.3016 3.81 0.30 1.53
H -2.5337 1.6615 -0.3981 0.00 -1.64 -0.56
H -2.8664 1.2550 1.1791 0.00 -2.41 -1.42
H -0.6186 1.7746 0.0347 0.25 -0.98 0.36
H 2.9656 -0.5678 0.3669 0.18 0.96 -0.43
H -0.2669 -2.3835 -0.1723 -2.41 -3.00 -0.33
```
Positions in Å, forces in eV/Å.